A molecular structure, BH6NOPYb, computed with wB97M-V/def2-TZVPD.

## Properties
DFT total energy, Ha: -1658.1266
Gap between HOMO and LUMO, eV: 3.50
HOMO energy, eV: -10.96
Net charge: +1

Geometry (Å):
N1 -0.159 0.388 -1.255
B1 -0.394 0.752 0.309
P1 0.568 -0.569 1.399
O1 1.898 -0.222 1.871
H1 -0.554 -0.547 -1.412
H2 0.832 0.302 -1.484
H3 -1.587 0.751 0.549
H4 0.130 1.814 0.504
H5 -0.337 -0.990 2.376
H6 0.549 -1.760 0.612
Yb1 -0.944 0.081 -3.469